No. 1
DFT (ωB97M-V with the def2-TZVPD basis set) results for C21H54Ge2HgO3Si3 as an isolated structure.

```
84
Properties=species:S:1:pos:R:3:forces:R:3:lowdin_spin:R:1
H -3.9093 -1.3328 -3.2437 -0.04 0.04 -0.04 0.00
H 1.4964 -3.3656 -4.5400 0.15 -0.02 0.03 0.00
Si 2.4150 -3.0969 -2.2386 0.12 -0.06 -0.20 0.00
Ge 1.5316 -3.1767 0.0726 0.23 0.39 -0.04 0.01
H 4.5719 -4.7856 0.9618 0.03 0.01 -0.02 0.00
C -2.9380 -0.9401 -1.3598 -0.54 -0.71 -0.29 0.01
H 4.3438 -1.5737 -1.7388 0.01 -0.02 -0.01 0.00
H 1.1918 3.3760 0.0861 0.06 0.06 -0.02 0.00
C 2.4584 -2.4542 3.5115 -0.04 -0.05 -0.38 0.00
H -1.0710 5.0861 -1.1790 -0.02 0.02 -0.04 0.00
H 4.1539 -4.7839 -1.5578 0.02 0.02 0.02 0.00
H -1.7243 5.4031 1.3038 -0.02 0.01 0.01 0.00
C 3.5513 -1.6113 -2.4854 -0.19 -0.18 0.23 0.00
H -0.5742 1.9298 3.1392 0.06 0.06 0.07 0.00
H -0.5121 -1.8039 3.1315 0.03 -0.06 0.08 0.00
C 0.5248 3.9395 0.7407 -0.23 -0.25 -0.03 0.01
C -1.2191 4.0146 -1.0521 -0.03 -0.29 0.17 0.00
H -3.7867 -1.5705 0.5225 -0.04 -0.09 0.02 0.00
C -1.2811 -1.3821 3.7818 -0.09 0.21 -0.22 0.01
H 2.9884 -0.6788 -2.4154 -0.03 0.01 0.00 0.00
C -0.4044 0.9538 3.5943 -0.16 -0.04 -0.34 0.00
C -0.9290 3.6029 0.3897 0.17 0.83 -0.05 0.01
C -2.0061 -2.1451 -1.5271 -0.03 0.36 0.14 0.01
H 1.9270 -1.5016 3.4950 -0.03 0.02 -0.01 0.00
C -4.1299 -1.3470 -0.4902 0.28 0.27 0.05 0.01
C -1.5964 0.0395 3.3035 0.03 0.01 0.85 0.01
H -3.0277 1.6019 3.7254 -0.06 0.04 0.06 0.01
H -0.5463 -4.4136 2.9288 0.04 0.01 0.00 0.00
H -2.5000 -2.9244 -2.1061 0.02 -0.05 0.03 0.00
H -4.6223 -2.2257 -0.9041 -0.06 0.01 0.02 0.00
C 4.3851 -1.4204 1.3305 -0.28 -0.18 -0.03 0.00
H 0.5031 0.5325 3.1533 0.04 0.02 0.04 0.00
H 1.7474 -6.6533 0.0285 0.01 0.00 -0.03 0.00
H 3.8604 -0.4638 1.3111 -0.02 0.01 -0.01 0.00
H -4.1621 0.3121 -2.6379 0.00 0.03 -0.01 0.00
H -0.5529 3.4781 -1.7281 0.00 0.03 -0.05 0.00
H 5.2082 -1.3338 2.0420 -0.02 -0.05 0.08 0.00
H 2.7023 -5.5868 -2.1559 -0.03 -0.01 -0.01 0.00
Ge -2.5072 1.1241 0.6964 1.45 -0.72 -0.06 0.42
H -1.7473 -5.5512 2.3256 0.04 -0.09 -0.09 0.00
H 4.0269 -1.6347 -3.4672 -0.06 -0.11 -0.06 0.00
H -2.7111 0.5218 5.0984 -0.01 0.06 0.01 0.00
H -1.1049 -1.8304 -2.0538 0.05 -0.07 -0.04 0.00
H 1.8550 -6.1313 1.7074 -0.02 -0.04 0.04 0.00
H 3.2330 -2.3837 4.2773 0.09 -0.03 -0.04 0.00
H -1.7272 -2.5320 -0.5437 0.03 -0.04 -0.01 0.00
H 0.6348 -2.0992 -3.6812 -0.02 0.05 0.03 0.00
H 5.1387 -4.2479 2.5406 0.02 0.08 0.02 0.00
H 0.6312 -7.3027 1.2251 -0.12 0.02 -0.01 0.00
H -0.4974 -5.3071 -1.8951 0.02 -0.02 0.00 0.00
H -0.2573 1.0761 4.6666 0.02 -0.02 0.01 0.00
H 4.8214 -1.5817 0.3451 0.01 -0.03 0.01 0.00
H -0.9201 -1.3689 4.8101 0.02 -0.02 0.01 0.00
H -2.9138 4.1119 1.0820 -0.02 0.06 0.01 0.01
H 0.2718 -3.7908 -3.3515 -0.01 -0.01 -0.01 0.00
H 3.6961 -5.2417 2.4204 -0.03 0.01 0.02 0.00
H -1.7059 3.9887 2.3739 0.02 0.05 0.03 0.00
C 1.1597 -6.4005 0.9127 0.04 0.43 -0.04 0.00
Si 3.2380 -2.8327 1.8339 0.23 0.09 0.13 0.00
H -2.1699 -2.0111 3.7287 0.00 -0.03 -0.03 0.00
C -1.1555 -4.6730 2.0618 0.18 0.10 -0.27 0.00
C -2.8419 0.5651 4.0177 0.10 -0.07 -0.26 0.01
H 1.7548 -3.2279 3.8224 -0.02 -0.02 0.00 0.00
H 0.7367 3.6596 1.7729 0.02 0.04 0.03 0.00
Hg 0.7014 -0.1994 0.1438 -0.18 -0.81 0.07 0.00
H -2.0151 -5.0075 -1.0516 0.01 0.02 0.01 0.00
O -1.8190 -0.0642 1.9079 -0.45 0.24 -0.85 0.15
C -1.0557 -5.5186 -0.9822 0.11 0.28 0.24 0.00
C 3.3658 -4.7339 -2.3110 -0.15 0.24 0.17 0.00
C 4.2456 -4.4323 1.9409 -0.27 0.16 -0.13 0.00
O -2.1778 0.0939 -0.7620 0.06 0.86 0.46 0.15
C 1.0772 -3.0896 -3.5709 0.02 0.04 0.37 0.00
H -2.2500 3.7672 -1.3146 -0.02 0.04 -0.04 0.00
H 0.7121 5.0041 0.6101 0.03 0.01 0.01 0.00
H -1.8493 -3.8496 1.8870 0.01 0.04 -0.03 0.00
Si -0.0773 -5.0124 0.5543 -0.11 -0.17 -0.03 0.00
C -3.4339 -0.4936 -2.7356 0.12 0.10 0.21 0.00
H -4.8513 -0.5278 -0.4457 -0.09 -0.03 0.02 0.01
O -1.0424 2.1963 0.5382 -0.48 -0.82 0.09 0.15
H -2.6026 -0.1372 -3.3438 0.02 -0.01 -0.01 0.00
H -3.7078 -0.0403 3.7473 -0.03 0.01 0.01 0.00
H -1.2497 -6.5921 -0.9593 0.03 -0.04 0.09 0.00
C -1.8748 4.3256 1.3496 0.00 -0.29 -0.07 0.01
H 3.8365 -4.8599 -3.2873 -0.01 0.06 -0.06 0.00
```
Forces are in eV/Å.

Computed properties:
- Frontier orbital gap (spin up / spin down): 0.2516 / 0.2486 Ha
- Expectation value of S²: 0.76
- DFT total energy: -169633.1537 eV
- HOMO level (spin up / spin down): -11.2 / -11.6 eV
- LUMO level (spin up / spin down): -4.3 / -4.9 eV
- Multiplicity: 2
- Total charge: +1



No. 2
DFT (ωB97M-V with the def2-TZVPD basis set) results for C21H54GeNiO3Si4Te as an isolated structure.

```
85
Properties=species:S:1:pos:R:3:forces:R:3:lowdin_spin:R:1
H -2.7615 -1.7793 -2.8125 0.09 -0.19 -1.06 0.00
H 2.0536 1.3492 3.2104 0.74 1.37 0.37 0.00
H -5.5065 -0.0952 2.3435 1.08 0.18 -0.30 0.00
Te -1.0402 0.3531 -0.4701 -1.62 1.73 1.60 0.80
H -1.8926 -2.8105 -1.0763 1.19 -1.26 -0.80 0.01
H -5.3585 3.4039 1.8466 0.66 0.11 -0.96 0.00
H 4.3214 -3.3021 0.5589 -0.31 0.04 -1.11 0.00
C -1.2733 -3.5451 -1.7135 -0.48 -0.61 0.15 0.01
C -2.4465 -2.4762 -3.6348 0.17 -0.56 2.11 0.00
H -2.3351 -1.9893 -4.5758 0.08 0.45 -0.60 0.00
H -1.3023 5.6248 3.0108 -0.18 0.22 0.65 0.00
H -5.3940 2.2891 0.4721 0.48 0.30 0.09 0.00
Si -1.2710 1.7322 1.8982 -1.12 -1.41 0.13 0.05
C 2.3191 1.4196 -4.8480 0.23 -0.17 0.63 0.00
C -0.7239 -4.2766 -4.0545 0.47 -0.70 1.08 0.00
H -1.7598 -4.5395 -1.8162 -0.28 0.71 0.59 0.00
H 2.1707 -0.3401 3.8651 -0.22 0.92 -0.29 0.00
Si -0.2055 0.3189 3.5145 0.38 1.10 -1.27 0.00
H 4.1527 -0.6080 -2.6508 0.17 0.84 -1.30 0.00
H 1.5622 2.1012 -2.3692 0.46 0.06 -0.46 0.00
H 4.6156 -2.8775 -1.2070 -0.44 -0.13 0.36 0.00
H 3.1816 -4.5948 -1.8860 0.00 -0.37 -0.66 0.00
H -3.9261 -0.5180 3.1394 -0.63 0.47 -1.15 0.00
H -4.0290 -0.5382 1.3509 -0.24 -0.44 -0.33 0.00
C -4.3908 -0.0172 2.2254 0.10 -0.50 1.48 0.00
H -0.3453 -2.0140 3.8330 0.39 -0.96 -0.19 0.00
C -0.9317 -1.3523 3.2246 -0.23 0.76 1.16 0.01
Si -0.3884 3.8243 1.5981 1.50 0.71 -0.63 0.02
H -0.2818 -3.8152 -1.3463 -0.31 0.47 0.60 0.00
H 0.8773 4.7987 -0.1997 0.61 0.19 -0.35 0.00
O 2.0299 -1.9670 -1.5462 1.46 -1.87 0.29 0.07
H 2.2299 -5.2673 -0.5414 0.14 0.81 -0.57 0.00
H 2.0149 3.4598 2.6106 -0.49 -0.36 -0.14 0.00
H -1.0635 -1.5892 2.1967 0.29 -0.60 -0.79 0.01
H -0.9032 2.1134 5.1980 0.13 -1.38 0.10 0.00
C -3.9683 2.3629 4.1108 0.04 0.06 -0.72 0.00
H 0.7364 3.9464 3.7692 0.33 -0.06 -0.32 0.00
C -1.4769 5.2884 2.0116 -0.67 0.06 -2.27 0.00
C 2.2895 -4.4441 -1.3024 -0.06 0.37 1.71 0.00
C -0.7022 0.9997 5.1851 0.72 0.06 0.80 0.00
H 1.4707 5.0505 2.6521 -0.18 0.72 -0.17 0.00
H 0.5422 -3.1642 0.4166 -0.85 -0.01 -0.17 0.00
H -0.4907 3.9153 -0.9218 0.46 0.10 0.40 0.00
H -3.2326 -3.2521 -3.6969 0.41 0.29 -0.03 0.00
H 4.0321 -1.7100 -0.0008 -0.13 0.29 -0.23 0.00
C 1.0932 4.0427 2.7234 0.17 -0.41 0.99 0.00
H -4.0770 3.5458 0.4591 -0.70 -0.18 0.55 0.00
C 4.0267 0.0110 -3.6114 0.97 -0.54 1.39 0.00
C -4.7024 2.8855 1.0979 -0.20 -0.33 0.37 0.00
H 0.9094 2.9297 -0.3883 -0.43 1.55 0.45 0.01
H -1.2334 6.1272 1.2761 -0.24 -0.98 1.00 0.00
Ge 1.9355 -2.1635 -3.4742 -1.29 0.83 -0.72 0.00
H 1.4061 1.9439 -4.5515 0.10 0.16 -0.69 0.00
H 1.5456 -1.9589 1.2245 0.22 0.31 -0.68 0.00
C 0.3158 3.8816 -0.1550 -0.93 -1.59 -0.49 0.02
C 2.7387 0.7511 -3.5179 -3.11 -0.73 -2.14 0.01
C 2.6172 1.7920 -2.4848 -0.09 0.58 2.47 0.00
H 4.8218 0.8145 -3.6379 -0.52 -1.19 -0.13 0.00
C 2.4591 -3.0609 -0.6233 -0.39 1.15 1.24 0.01
H 2.0831 0.6836 -5.6278 0.23 0.23 0.22 0.00
H -0.4267 -4.0072 -5.0626 0.08 0.36 0.00 0.00
H 0.1002 -4.8513 -3.5647 -0.37 0.29 -0.57 0.00
H 1.8279 -3.6007 1.4344 0.54 -1.07 0.60 0.00
H -1.5687 0.3940 5.5420 0.47 0.77 -0.11 0.00
H -1.5621 -4.9810 -4.1479 0.13 0.25 0.12 0.00
O 1.4939 -0.1735 -3.3601 2.30 -1.03 0.45 0.08
H -4.7821 3.1144 4.0229 0.29 -0.50 0.21 0.00
H 0.1745 0.7772 5.8708 -1.05 0.40 -0.50 0.00
O -0.1067 -2.0330 -3.2806 0.88 -0.39 1.01 0.08
Si -3.7025 1.7198 2.2135 0.00 0.65 1.74 0.01
H 1.9661 -0.0525 2.1501 -0.64 0.61 0.86 0.00
H 3.2406 2.6767 -2.6741 -0.20 -0.24 -0.12 0.00
C 1.6730 0.3769 3.1568 -0.55 -2.97 -0.46 0.00
H 3.0994 2.1175 -5.1629 -0.20 0.02 -0.20 0.00
H -2.5331 4.9948 1.8094 0.53 0.52 0.47 0.00
H 4.0750 -0.6754 -4.4902 0.12 0.74 0.56 0.00
H -1.9083 -1.3435 3.6868 -0.46 -0.03 0.08 0.00
C 1.5416 -2.9085 0.6864 1.20 0.11 -1.50 0.00
H -3.1250 2.9166 4.5730 -0.31 -0.40 -0.35 0.00
C -1.0947 -3.0976 -3.1366 -1.00 1.08 -1.94 0.00
H -4.2882 1.5614 4.8295 0.30 0.62 -0.81 0.00
H 2.8804 1.4426 -1.4613 0.17 -0.06 -0.50 0.00
Ni 0.5876 -0.8637 -1.7203 -0.55 0.23 -1.22 1.76
C 3.9437 -2.7388 -0.3405 -0.04 -0.44 1.23 0.00
H 1.3562 -4.4591 -1.8541 0.22 -0.22 -0.35 0.00
```
Forces are in eV/Å.

Computed properties:
- Frontier orbital gap (spin up / spin down): 0.3046 / 0.2021 Ha
- Expectation value of S²: 3.76
- DFT total energy: -165154.0147 eV
- HOMO level (spin up / spin down): -11.2 / -11.1 eV
- LUMO level (spin up / spin down): -2.9 / -5.6 eV
- Multiplicity: 4
- Total charge: +1



No. 3
DFT (ωB97M-V with the def2-TZVPD basis set) results for C21H54O18S5V as an isolated structure.

```
99
Properties=species:S:1:pos:R:3:forces:R:3:lowdin_spin:R:1
H -2.8505 -4.2626 4.2584 0.23 0.09 -0.23 0.00
C 3.3998 0.9786 -2.3201 -0.37 0.14 -0.24 0.00
H 1.5430 -0.3273 -5.8899 0.11 -0.59 -0.56 0.00
H -0.7760 -4.5925 -2.6627 -0.17 -0.34 -0.37 0.00
H -3.1584 4.1447 0.2157 -0.34 0.06 -0.41 0.00
H 4.2240 1.2873 -0.2648 0.40 -0.19 -0.36 0.00
C 0.7039 -1.3403 3.5951 -0.40 -0.16 0.52 0.00
H -4.0565 -3.6849 3.2345 -0.18 0.89 -0.26 0.00
H -1.9071 6.4838 2.0992 -0.18 -0.64 0.09 0.00
H 2.4892 -1.8804 -5.5930 -0.27 -0.06 -0.21 0.00
O -2.1155 -2.9472 2.8512 -0.35 0.53 -0.47 0.00
H 3.6210 1.6261 1.9587 0.01 0.43 0.00 0.00
O 0.5583 1.1708 3.2018 -0.89 -0.32 -0.42 0.00
O -1.5202 -2.8379 0.5129 0.33 -0.33 -0.18 0.00
O -1.1578 -1.7714 -2.3808 -0.13 0.04 0.93 0.00
H -4.3283 0.7944 -2.5970 0.19 0.07 0.25 0.00
H 1.5076 -1.6201 2.9183 -0.32 0.16 -0.46 0.00
H 2.8794 -0.3092 -4.8827 0.08 -0.34 0.50 0.00
H -1.0224 -5.3964 2.8795 -0.04 -0.50 -0.27 0.00
H 1.1716 -0.9475 4.4959 -0.23 -0.04 0.15 0.00
C -3.1732 -3.3298 3.7596 0.21 -2.05 1.26 0.00
O -0.1875 -1.6516 -4.5701 0.07 -0.18 -0.60 0.00
H -0.4878 8.1766 1.1869 -0.02 0.00 -0.19 0.00
C 1.5442 1.4645 2.1827 1.24 1.80 0.13 0.00
C 1.9087 -2.8384 0.1185 -1.57 -0.63 1.64 0.00
H 1.4617 0.9486 1.2275 -0.43 -0.66 0.38 0.00
C 1.6538 -4.2008 -0.5358 1.76 -0.16 -0.22 0.00
O -0.1230 0.4701 -1.0289 -0.93 -3.22 0.99 -0.22
H -0.4057 -5.4078 1.0969 -0.15 -0.72 0.39 0.00
H -2.7533 2.4709 0.0157 0.65 -0.24 -0.29 0.00
V -0.7118 -0.9395 -0.4736 0.16 4.33 -1.43 1.12
H -2.4051 -2.1894 5.4212 0.11 0.06 -0.23 0.00
S -0.9610 4.1177 -0.2910 0.29 -0.34 0.85 0.00
C -3.3346 -2.3354 4.8713 -0.26 0.99 -0.16 0.00
H 1.4051 2.5182 1.9343 -0.50 -0.12 -0.12 0.00
H -4.5826 -2.3822 -0.3486 -0.12 0.04 -0.15 0.00
C 3.6768 1.7884 -1.0623 -0.58 -0.18 0.25 0.00
H 0.4874 7.0159 0.2557 -0.17 -0.11 -0.12 0.00
H 3.9209 1.4249 -3.1672 0.33 -0.23 0.07 0.00
O -1.4790 0.0797 3.9003 -0.36 0.07 0.35 0.00
H 3.5811 -1.5050 0.5167 -0.12 -0.01 0.13 0.00
H 3.9249 -3.2240 0.8854 -0.21 0.06 0.23 0.00
H -4.0617 -2.6478 5.6212 -0.12 -0.39 -0.27 0.00
H 0.6850 -3.6567 -2.8537 -0.08 -0.25 0.12 0.00
C -0.1309 7.1450 1.1389 0.25 -0.01 0.92 0.00
H 0.2395 -4.3027 2.2682 -0.17 0.23 0.04 0.00
C 2.5007 4.6942 -1.6887 0.94 0.74 -0.27 0.00
H 1.8621 5.4298 -1.2125 -0.37 -0.51 0.34 0.00
H -4.3695 0.7021 -0.3415 -0.24 -0.34 0.51 0.00
H 2.0857 3.7351 -1.9727 -0.64 0.19 0.19 0.00
C -4.7952 -1.3834 0.0377 0.35 -0.04 1.20 0.00
H -3.6766 -1.3707 4.4948 0.17 0.05 0.03 0.00
H 3.0803 2.2447 3.5148 -0.05 -0.12 0.19 0.00
O -0.0237 3.0612 -0.1576 0.33 -0.12 0.21 0.00
O -2.6671 -0.3279 -0.4634 2.01 -0.89 0.58 0.04
H 2.8942 5.2161 -2.5624 0.12 -0.33 -0.13 0.00
S -1.9618 -3.7707 1.5002 0.55 0.16 1.60 0.00
C -2.5978 3.4555 -0.4208 -0.38 0.88 0.41 0.00
H 0.1349 -4.4199 -4.3062 -0.66 -0.32 -0.15 0.00
O -1.0294 4.8451 1.1299 0.19 -0.57 0.70 0.00
H -5.8681 -1.2161 0.1575 -0.05 0.04 -0.65 0.00
C -4.0247 -0.2964 -0.6861 -0.01 1.10 -1.01 0.00
H -2.9020 3.5402 -1.4593 -0.09 -0.19 0.00 0.00
H 0.4933 7.0190 2.0277 0.08 -0.14 -0.10 0.00
H 2.7178 2.0218 -0.5894 0.05 0.34 -0.12 0.00
O 4.3964 2.9948 -1.4297 -0.22 0.06 0.67 0.00
O 4.9649 5.2688 -0.9318 0.09 0.27 0.10 0.00
C 3.3908 -2.5371 0.2249 0.50 -0.16 -0.81 0.00
O 1.1605 -1.7977 -0.3667 -0.84 0.45 -0.86 0.04
H 2.3384 1.0433 -2.5739 0.02 0.03 0.18 0.00
H -3.6836 -0.8148 -2.8074 0.02 -0.13 0.23 0.00
O -3.1252 -4.5499 1.2904 -0.51 -0.33 -0.49 0.00
H 0.9069 -0.2077 -3.5539 -0.31 -0.08 -0.06 0.00
C 2.9351 1.4513 2.7893 0.44 -0.89 -0.81 0.00
O 3.5095 4.0306 0.6534 0.01 -0.08 0.17 0.00
H 3.6165 -0.0836 -2.2240 0.25 0.05 0.06 0.00
S 3.9207 4.3357 -0.6816 -0.14 -0.36 -0.78 0.00
H -4.4495 -1.3570 1.0810 0.20 -0.18 -0.09 0.00
C 1.0770 -1.1601 -4.0562 0.76 0.22 1.00 0.00
C -1.3479 6.2338 1.2023 0.40 1.23 -1.49 0.00
S -0.3920 -0.0713 3.0112 1.95 0.15 -0.11 0.00
C 2.0637 -0.9740 -5.1759 -0.41 1.09 -0.26 0.00
O -0.6283 -0.2592 1.6140 -0.32 -0.32 -0.56 0.00
C -0.2145 -3.9962 -3.3724 1.05 1.45 0.67 0.00
H 1.5387 -3.0577 1.1539 0.38 0.24 0.14 0.00
S -1.1037 -2.4805 -3.6199 0.77 -1.17 -0.45 0.00
H 3.2819 0.4764 3.1462 -0.37 0.05 0.43 0.00
O -0.7134 5.1486 -1.2446 -0.41 0.29 -0.81 0.00
H 2.3022 -4.9374 -0.0390 -0.37 -0.03 0.35 0.00
H -1.9101 6.4972 0.3015 -0.48 -0.12 0.31 0.00
C -0.6541 -4.8687 2.0076 0.15 1.00 -0.72 0.00
C -4.3583 -0.2187 -2.1887 -0.34 -0.48 -0.50 0.00
H 1.4500 -1.8328 -3.2802 -0.07 -0.02 -0.03 0.00
H 0.0421 -2.1723 3.8331 0.26 -0.18 -0.01 0.00
H 2.1051 -4.2362 -1.5364 -0.64 0.17 -0.22 0.00
H 0.6234 -4.5339 -0.4792 -0.08 0.16 -0.35 0.00
H -5.3732 -0.5858 -2.3832 0.03 0.02 0.05 0.00
O -2.2869 -2.8085 -4.3126 -0.77 0.42 -0.37 0.00
H 3.8672 -2.6963 -0.7530 -0.08 0.25 -0.04 0.00
```
Forces are in eV/Å.

Computed properties:
- Frontier orbital gap (spin up / spin down): 0.2863 / 0.2940 Ha
- Expectation value of S²: 0.78
- DFT total energy: -139369.1353 eV
- HOMO level (spin up / spin down): -7.7 / -7.9 eV
- LUMO level (spin up / spin down): 0.1 / 0.1 eV
- Multiplicity: 2
- Total charge: 0